## 1
22
Properties=species:S:1:pos:R:3:nbo_charge:R:1 method="wB97M-V/def2-TZVPD" total_charge=+1 spin_multiplicity=1 e_lumo_ev=-3.05 orbital_gap_ev=10.114 e_homo_ha=-0.4837
C -1.06808 1.44940 -0.04853 -0.50
C -1.68747 -0.93354 0.28241 -0.45
C 0.00441 0.96200 -1.04944 -0.22
C -0.40546 -1.35749 -0.46051 -0.22
C 1.95726 -0.36389 -0.37991 -0.03
C -1.31670 0.43154 0.97914 -0.05
C 0.68077 0.01530 1.04378 0.11
N 1.94493 0.60565 0.69870 -0.65
N 0.49868 -0.30583 -0.34217 -0.27
H -0.85887 2.43087 0.35655 0.25
H -1.97396 1.74360 -0.53464 0.25
H -2.48636 -0.76674 -0.35522 0.24
H -1.86984 -1.74007 1.07781 0.25
H -0.33651 0.78967 -2.08861 0.24
H 0.70421 1.77567 -1.26697 0.27
H 0.01105 -2.20686 0.06807 0.23
H -0.41801 -1.61257 -1.51391 0.24
H 2.46408 0.05428 -1.36961 0.23
H 2.35592 -1.43919 -0.21793 0.22
H -1.68011 0.71653 1.89271 0.23
H 0.86345 -0.95586 1.74731 0.20
H 2.61661 0.70752 1.48098 0.42

=====

## 2
22
Properties=species:S:1:pos:R:3:nbo_charge:R:1 method="wB97M-V/def2-TZVPD" total_charge=+1 spin_multiplicity=1 smiles="CCN=C=C[N+]1(C)CC1" e_lumo_ev=-3.06 orbital_gap_ev=9.724 e_homo_ha=-0.4697
C -2.75010 0.04027 -0.94253 -0.61
C -2.83311 -0.68170 0.46361 -0.25
N -1.60316 -0.80369 1.13884 -0.32
C -0.60100 -0.15635 1.33648 0.44
C 0.55632 0.46529 1.33779 -0.32
N 1.61754 0.17892 0.37687 -0.20
C 2.42618 1.37974 0.09098 -0.42
C 1.09410 -0.46309 -0.89163 -0.21
C 1.99133 -1.16536 -0.00609 -0.21
H -1.90507 -0.29913 -1.45191 0.18
H -3.61086 -0.20956 -1.52736 0.24
H -2.76871 1.20474 -0.93451 0.22
H -3.47572 -0.04032 1.04014 0.25
H -3.18662 -1.64692 0.19531 0.23
H 0.88577 1.13528 2.07912 0.25
H 3.38051 1.31376 0.66122 0.24
H 2.66087 1.41956 -1.02089 0.24
H 1.88145 2.28412 0.51737 0.26
H 1.51897 -0.05541 -1.78279 0.23
H 0.06409 -0.67392 -1.03783 0.25
H 1.58506 -2.00845 0.52299 0.26
H 3.07218 -1.21777 -0.16516 0.25

=====

Most stable: 2. Least stable: 1.

=====

## 1
8
Properties=species:S:1:pos:R:3:nbo_charge:R:1 method="wB97M-V/def2-TZVPD" spin_multiplicity=1 e_lumo_ev="-1.51 / -1.51" orbital_gap_ev="6.975 / 6.974" e_homo_ha="-0.3120 / -0.3120"
C -0.45243 -0.22795 -0.23880 0.06
C 0.50182 0.82272 -0.27829 -0.82
N 0.33530 -1.82362 0.71041 -0.55
I -2.49491 0.15644 -0.09894 0.26
H 0.45701 1.56708 -0.99890 0.25
H 1.61509 0.53604 -0.53159 0.26
H 0.52854 1.30891 0.69066 0.28
H -0.49043 -2.33961 0.74545 0.27

=====

## 2
8
Properties=species:S:1:pos:R:3:nbo_charge:R:1 method="wB97M-V/def2-TZVPD" spin_multiplicity=1 smiles="C=C=N.I" e_lumo_ev=0.73 orbital_gap_ev=9.863 e_homo_ha=-0.3355
C 0.64723 0.73907 0.07084 -0.68
C 0.47062 0.76942 -1.20224 0.42
N 0.36613 0.77031 -2.42296 -0.64
H 0.26221 1.50382 0.85543 0.26
H 1.28524 -0.05798 0.61367 0.25
H 0.99665 1.21958 -3.05548 0.39
I -2.28697 -2.44900 3.29725 -0.10
H -1.74112 -2.49522 1.84348 0.10

=====

Most stable: 2. Least stable: 1.

=====

## 1
9
Properties=species:S:1:pos:R:3:nbo_charge:R:1 method="wB97M-V/def2-TZVPD" total_charge=-1 spin_multiplicity=1 e_lumo_ev=3.54 orbital_gap_ev=5.931 e_homo_ha=-0.0878
S -1.58863 -0.90075 2.00695 -0.42
H -1.13208 -0.31410 3.14039 0.13
C 1.13474 -0.27435 -1.28476 -0.76
S 0.99958 1.19481 -0.16395 -0.05
S -0.94274 1.79642 -0.51289 -0.73
H 0.31067 -0.11031 -1.97330 0.23
H 2.15334 -0.39528 -1.63460 0.19
H 0.82260 -1.16232 -0.71628 0.20
H -1.75748 0.16589 1.13844 0.21

=====

## 2
9
Properties=species:S:1:pos:R:3:nbo_charge:R:1 method="wB97M-V/def2-TZVPD" total_charge=-1 spin_multiplicity=1 e_lumo_ev=3.65 orbital_gap_ev=6.254 e_homo_ha=-0.0958
S 1.17706 -2.57517 0.98924 -0.51
H 0.22472 -2.80269 0.11240 0.12
C -1.04736 1.28926 -0.11592 -0.76
S 0.10534 0.70160 -1.37829 -0.01
S 1.88691 0.47556 -0.44113 -0.63
H -0.95679 0.74001 0.82431 0.21
H -2.04387 1.11786 -0.53031 0.20
H -0.91237 2.35023 0.10509 0.19
H 1.56637 -1.29665 0.43462 0.19

=====

Most stable: 2. Least stable: 1.

=====

## 1
9
Properties=species:S:1:pos:R:3:nbo_charge:R:1 method="wB97M-V/def2-TZVPD" spin_multiplicity=1 e_lumo_ev=0.09 orbital_gap_ev=7.646 e_homo_ha=-0.2777
C 1.25168 0.03042 -0.48777 -0.19
C 1.00011 -0.30813 0.72906 -0.17
C -1.51778 -0.28743 -0.32824 -0.37
C 0.22525 0.82421 0.12332 -0.20
S -2.98560 -0.10987 0.25431 0.08
H 2.16632 0.00125 -1.22157 0.24
H 0.84843 -0.92929 1.56695 0.24
H -1.19864 -1.05811 -1.01599 0.16
H 0.21025 1.83695 0.37992 0.21

=====

## 2
9
Properties=species:S:1:pos:R:3:nbo_charge:R:1 method="wB97M-V/def2-TZVPD" spin_multiplicity=1 smiles=C#CS.C#C e_lumo_ev=0.68 orbital_gap_ev=9.754 e_homo_ha=-0.3336
C 0.25745 0.67770 1.79804 -0.23
C 0.43693 -0.35602 1.17815 -0.25
S 0.65232 -1.96105 0.69474 0.11
H 0.01790 1.63536 2.16847 0.24
H 0.10310 -2.40575 1.82226 0.14
C -0.74135 0.53544 -1.44002 -0.23
C -0.02684 0.68524 -2.38486 -0.25
H -1.51375 0.38117 -0.75605 0.23
H 0.81425 0.80791 -3.08074 0.24

=====

## 3
9
Properties=species:S:1:pos:R:3:nbo_charge:R:1 method="wB97M-V/def2-TZVPD" spin_multiplicity=1 e_lumo_ev=0.40 orbital_gap_ev=8.947 e_homo_ha=-0.3141
C -1.76071 -1.24834 -1.08017 -0.24
C -0.91560 -0.55537 -0.47800 -0.04
C -0.31717 0.55073 0.31286 -0.33
C 0.96269 0.95329 0.74915 -0.30
S 2.45159 -0.02343 0.73514 0.06
H -1.85761 -2.03583 -1.76480 0.23
H -1.09334 1.33232 0.19050 0.24
H 0.96826 1.98495 0.95634 0.22
H 1.56190 -0.95833 0.37898 0.14

=====

Most stable: 3. Least stable: 1.

=====

## 1
17
Properties=species:S:1:pos:R:3:nbo_charge:R:1 method="wB97M-V/def2-TZVPD" total_charge=+2 spin_multiplicity=1 e_lumo_ev="-10.88 / -12.61" orbital_gap_ev="8.542 / 4.295" e_homo_ha="-0.7138 / -0.6211"
C -0.90235 0.18668 -1.78070 0.18
C -0.29787 -1.04243 0.95458 -0.14
C 0.76132 1.21548 0.77679 -0.08
N -0.90104 -1.01638 -1.29210 0.01
N 0.09495 1.11809 -1.61411 -0.23
N -0.33464 0.32785 1.12903 -0.58
N -0.58135 -1.68499 -0.34794 0.14
N 1.02554 1.24193 -0.65607 -0.18
H -1.74636 0.19396 -2.57782 0.33
H 0.86792 -1.43920 1.00204 0.29
H -0.94070 -1.56749 1.63960 0.29
H 0.53256 2.15873 1.08672 0.27
H 1.59237 0.84243 1.29578 0.26
H 0.45037 1.60714 -2.44520 0.47
H -1.07696 0.56287 1.78533 0.46
H -1.81197 -4.29458 -0.81645 0.05
H 1.63899 1.94829 -1.06048 0.45

=====

## 2
17
Properties=species:S:1:pos:R:3:nbo_charge:R:1 method="wB97M-V/def2-TZVPD" total_charge=+2 spin_multiplicity=1 smiles="NC(=[NH2+])N1C[NH+]=CN1" e_lumo_ev=-8.10 orbital_gap_ev=10.062 e_homo_ha=-0.6675
N -1.86631 1.05868 -0.03039 -0.71
C -1.33738 -0.12791 -0.04616 0.68
N -2.04336 -1.26957 0.06077 -0.74
N 0.03357 -0.17087 0.04185 -0.23
C 0.86715 1.12353 0.11926 -0.06
N 2.16843 0.52638 -0.00694 -0.50
C 2.15938 -0.77759 -0.03976 0.38
N 0.89884 -1.19618 0.08636 -0.35
H -1.32287 1.82015 -0.05553 0.41
H -2.88161 1.29708 -0.07204 0.47
H -1.65319 -2.19523 0.15069 0.43
H -2.98409 -1.30730 -0.22986 0.45
H 0.60887 1.85582 -0.80428 0.24
H 0.72820 1.77810 0.92950 0.24
H 2.99355 1.13270 -0.01577 0.48
H 3.09298 -1.29983 -0.21841 0.31
H 0.53782 -2.24799 0.13072 0.49

=====

Most stable: 2. Least stable: 1.